DFT (ωB97M-V/def2-TZVPD) results for C4H9NO in the gas phase at a distorted geometry.

Calculated values
HOMO in eV: -8.82
Gap between HOMO and LUMO in eV: 9.92
Structure (SMILES): OCCN1CC1
Charge: 0

Last column: natural (NBO) charge in e.
Atoms and positions in Å:
O: 0.436 -1.671 0.359  -0.73
C: 1.369 -0.639 0.582  -0.08
C: 1.041 0.571 -0.357  -0.27
N: -0.242 0.199 -0.969  -0.45
C: -1.335 -0.218 0.315  -0.22
C: -1.430 0.908 -0.579  -0.27
H: 0.107 -1.436 -0.541  0.49
H: 2.347 -1.070 0.375  0.17
H: 1.327 -0.335 1.637  0.16
H: 0.983 1.529 0.186  0.18
H: 1.851 0.680 -1.105  0.20
H: -1.946 -1.121 0.186  0.22
H: -1.047 -0.094 1.371  0.21
H: -1.262 1.876 -0.130  0.19
H: -2.200 0.819 -1.329  0.20



DFT (ωB97M-V/def2-TZVPD) results for C4H9NO in the gas phase.

Calculated values
HOMO in eV: -9.38
Gap between HOMO and LUMO in eV: 10.51
Structure (SMILES): CCO/C=N/C
Charge: 0

Last column: natural (NBO) charge in e.
Atoms and positions in Å:
C: -2.662 -0.311 0.141  -0.63
C: -1.222 -0.267 -0.309  -0.08
O: -0.631 0.900 0.284  -0.50
C: 0.707 0.956 0.188  0.42
N: 1.372 0.071 -0.407  -0.53
C: 2.775 -0.151 -0.090  -0.43
H: -2.724 -0.436 1.227  0.21
H: -3.177 0.611 -0.138  0.21
H: -3.171 -1.156 -0.333  0.21
H: -0.664 -1.164 -0.013  0.20
H: -1.119 -0.174 -1.394  0.18
H: 1.108 1.797 0.775  0.14
H: 3.158 -0.982 -0.689  0.20
H: 2.817 -0.418 0.961  0.19
H: 3.434 0.723 -0.204  0.18



DFT (ωB97M-V/def2-TZVPD) results for 2 unconnected molecules or ions with the total composition C4H9NO at a distorted geometry.

Calculated values
HOMO in eV: -7.75
Gap between HOMO and LUMO in eV: 8.04
Structure (SMILES): C=CO.C=NC
Charge: 0

Last column: natural (NBO) charge in e.
Atoms and positions in Å:
C: 1.143 0.933 2.214  -0.48
C: 1.745 -0.859 0.996  -0.03
N: 1.169 0.342 0.898  -0.44
H: 2.253 1.218 2.599  0.20
H: 0.947 2.028 2.169  0.22
H: 0.484 0.424 2.912  0.22
H: 1.954 -1.415 0.056  0.19
H: 2.089 -1.188 1.951  0.16
C: -1.982 -0.910 -2.606  -0.58
C: -1.701 0.271 -1.991  0.21
O: -1.047 0.404 -0.800  -0.79
H: -3.117 -1.018 -2.728  0.20
H: -1.520 -1.770 -3.065  0.21
H: -2.293 1.089 -2.239  0.15
H: -0.124 0.452 -0.365  0.54



DFT (ωB97M-V/def2-TZVPD) results for C4H9NO in the gas phase at a distorted geometry.

Calculated values
HOMO in eV: -9.37
Gap between HOMO and LUMO in eV: 10.40
Structure (SMILES): C/N=C(\C)OC
Charge: 0

Last column: natural (NBO) charge in e.
Atoms and positions in Å:
C: 1.823 -1.496 -0.468  -0.26
O: 0.421 -1.549 -0.120  -0.51
C: -0.254 -0.355 -0.084  0.58
N: 0.426 0.707 -0.082  -0.52
C: -0.145 1.996 0.213  -0.43
C: -1.744 -0.460 0.248  -0.71
H: 1.948 -1.049 -1.456  0.19
H: 2.222 -2.517 -0.519  0.19
H: 2.437 -0.920 0.233  0.19
H: -0.993 2.281 -0.425  0.18
H: -0.463 2.048 1.268  0.19
H: 0.652 2.729 0.065  0.20
H: -2.447 0.242 -0.246  0.23
H: -2.185 -1.439 0.049  0.24
H: -1.673 -0.248 1.326  0.24



DFT (ωB97M-V/def2-TZVPD) results for 3 unconnected molecules or ions with the total composition C4H9NO at a distorted geometry.

Calculated values
HOMO (alpha / beta) in eV: -7.02 / -7.02
Gap between HOMO and LUMO (alpha / beta) in eV: 7.40 / 7.41
Charge: 0

Last column: natural (NBO) charge in e.
Atoms and positions in Å:
C: 0.495 -0.439 0.088  -0.46
C: -0.960 1.007 -0.208  -0.47
C: -2.222 0.211 0.015  -0.64
C: 1.392 0.547 -0.184  0.89
N: 2.343 -1.473 0.327  -1.17
O: 1.986 1.507 -0.403  -0.39
H: 3.037 -1.112 0.984  0.33
H: 2.822 -1.671 -0.552  0.33
H: 0.202 -1.105 -0.708  0.29
H: 0.252 -0.661 1.115  0.30
H: -0.804 1.797 0.526  0.19
H: -0.858 1.396 -1.221  0.19
H: -2.257 -0.216 1.021  0.20
H: -3.120 0.828 -0.101  0.21
H: -2.308 -0.616 -0.696  0.20



DFT (ωB97M-V/def2-TZVPD) results for 2 unconnected molecules or ions with the total composition C4H9NO.

Calculated values
HOMO in eV: -8.31
Gap between HOMO and LUMO in eV: 8.89
Charge: 0

Last column: natural (NBO) charge in e.
Atoms and positions in Å:
C: 2.267 0.188 1.518  -0.87
C: 0.911 -0.144 -1.206  -0.09
N: -0.132 -0.100 -0.487  -0.44
C: -0.769 -0.041 0.613  0.38
O: -2.082 -0.066 0.703  -0.49
C: -2.867 -0.158 -0.483  -0.27
H: 2.476 0.144 2.586  0.21
H: 2.814 -0.607 1.005  0.20
H: 2.577 1.158 1.123  0.20
H: 1.403 -1.093 -1.416  0.18
H: 1.361 0.769 -1.592  0.18
H: 1.192 0.065 1.384  0.23
H: -3.906 -0.099 -0.159  0.20
H: -2.680 -1.113 -0.984  0.19
H: -2.630 0.674 -1.153  0.19



DFT (ωB97M-V/def2-TZVPD) results for 2 unconnected molecules or ions with the total composition C4H9NO at a distorted geometry.

Calculated values
HOMO in eV: -8.45
Gap between HOMO and LUMO in eV: 9.19
Structure (SMILES): C=CC(=C)N.O
Charge: 0

Last column: natural (NBO) charge in e.
Atoms and positions in Å:
N: -0.192 -1.040 1.776  -0.84
C: 0.408 -0.874 0.371  0.18
C: 0.703 -1.862 -0.399  -0.53
C: 1.804 1.093 -0.155  -0.37
C: 0.549 0.662 -0.018  -0.21
H: -0.688 -1.952 1.778  0.37
H: -0.763 -0.193 2.061  0.38
H: 1.346 -2.037 -1.172  0.21
H: 0.372 -2.921 -0.301  0.19
H: 1.654 2.171 -0.384  0.19
H: 2.705 0.692 -0.194  0.20
H: -0.363 1.168 -0.078  0.23
H: -3.004 2.315 -1.033  0.48
H: -2.132 1.193 -1.493  0.46
O: -2.401 1.585 -0.758  -0.93



DFT (ωB97M-V/def2-TZVPD) results for C4H9NO in the gas phase at a distorted geometry.

Calculated values
HOMO in eV: -8.05
Gap between HOMO and LUMO in eV: 8.85
Structure (SMILES): CN(C)CC=O
Charge: 0

Last column: natural (NBO) charge in e.
Atoms and positions in Å:
C: -1.241 -0.546 0.411  -0.41
N: -0.164 0.186 -0.232  -0.46
C: -0.685 1.512 -0.591  -0.39
C: 1.185 -0.572 -0.611  -0.31
C: 1.624 -0.834 0.809  0.41
O: 1.676 0.089 1.578  -0.50
H: -2.027 -0.836 -0.309  0.17
H: -1.756 0.052 1.193  0.19
H: -0.864 -1.439 0.909  0.19
H: -1.198 1.985 0.280  0.19
H: 0.081 2.226 -0.892  0.21
H: -1.466 1.467 -1.374  0.17
H: 1.845 0.132 -1.129  0.23
H: 1.314 -1.536 -1.213  0.20
H: 1.677 -1.885 1.171  0.11



DFT (ωB97M-V/def2-TZVPD) results for 2 unconnected molecules or ions with the total composition C4H9NO at a distorted geometry.

Calculated values
HOMO in eV: -8.40
Gap between HOMO and LUMO in eV: 9.31
Structure (SMILES): C=CN.C=CO
Charge: 0

Last column: natural (NBO) charge in e.
Atoms and positions in Å:
C: 1.965 -0.407 -1.189  -0.51
C: 1.900 0.877 -1.538  0.01
N: 0.708 1.560 -1.800  -0.83
H: 1.154 -1.120 -1.234  0.20
H: 2.913 -0.711 -0.762  0.20
H: 2.798 1.482 -1.571  0.18
H: -0.007 1.457 -1.099  0.38
H: 0.813 2.529 -2.057  0.37
C: -2.223 -0.279 1.037  -0.56
C: -1.268 -1.067 1.528  0.17
O: -1.226 -1.684 2.737  -0.67
H: -2.339 -0.174 -0.025  0.22
H: -2.880 0.206 1.744  0.19
H: -0.474 -1.433 0.884  0.18
H: -1.833 -1.236 3.344  0.47



DFT (ωB97M-V/def2-TZVPD) results for C4H9NO in the gas phase at a distorted geometry.

Calculated values
HOMO in eV: -9.54
Gap between HOMO and LUMO in eV: 10.25
Structure (SMILES): CCNC(C)=O
Charge: 0

Last column: natural (NBO) charge in e.
Atoms and positions in Å:
C: 0.273 -0.467 2.198  -0.63
C: 0.731 0.630 1.279  -0.21
C: -0.178 -0.147 -0.920  0.67
C: -0.945 0.285 -2.193  -0.71
H: 0.222 -1.501 1.692  0.25
H: -0.746 -0.281 2.552  0.21
H: 1.014 -0.501 3.253  0.21
H: 0.734 1.523 1.859  0.20
H: 2.037 0.646 1.055  0.16
H: -0.033 1.954 -0.195  0.40
H: -2.022 0.028 -1.978  0.25
H: -1.006 1.350 -2.070  0.21
H: -0.337 -0.178 -3.123  0.26
N: -0.066 0.823 0.061  -0.65
O: 0.165 -1.326 -0.708  -0.62